Here is the molecule C5H8O from the Open Molecules 2025 dataset. Energies are from the ωB97M-V functional and the def2-TZVPD basis.

Its electronic energy is -7360.7157 eV. As for the frontier orbital gap: 10.08 eV. Its SMILES is C/C=C\CC=O. The calculation puts the energy above the lowest of the compared OMol25 structures with the same formula, charge and spin at 35.5 kcal/mol. The calculation puts the molar mass at 84.12 g mol⁻¹. The value obtained for the HOMO energy is -0.3352 Eh.

Positions of all 14 atoms, in Å:
C  -1.7166  -0.5899  0.0900
C  -0.7799  0.0605  -0.8821
C  0.5471  -0.0829  -0.9506
C  1.4039  -0.3509  0.2709
C  1.1636  1.0081  0.9100
O  0.2352  1.2297  1.6485
H  -2.4951  0.0712  0.4853
H  -1.2256  -1.0900  0.9279
H  -2.2228  -1.3526  -0.5154
H  -1.2696  0.6527  -1.6512
H  1.0679  0.2825  -1.8324
H  2.4560  -0.5429  0.0287
H  1.0363  -1.1299  0.9439
H  1.7995  1.8345  0.5266